{
  "formula": "C26H49Br3O17S3",
  "method": "ωB97M-V/def2-TZVPD",
  "species": ["O", "C", "O", "C", "C", "C", "H", "H", "H", "H", "H", "H", "O", "C", "O", "C", "C", "C", "H", "H", "H", "H", "H", "H", "O", "C", "O", "C", "C", "C", "H", "H", "H", "H", "H", "H", "O", "C", "O", "C", "C", "C", "H", "H", "H", "H", "H", "H", "O", "S", "O", "O", "C", "C", "C", "H", "H", "H", "H", "H", "H", "H", "H", "O", "S", "O", "O", "C", "C", "C", "H", "H", "H", "H", "H", "H", "H", "H", "O", "S", "O", "O", "C", "C", "C", "H", "H", "H", "H", "H", "H", "H", "H", "C", "Br", "Br", "Br", "H"],
  "coordinates": [[2.130, 2.506, 8.884], [0.966, 2.239, 8.504], [0.729, 1.300, 7.527], [-0.659, 1.127, 7.122], [-1.402, 1.882, 8.267], [-0.325, 2.843, 8.886], [-0.950, 0.092, 6.945], [-0.810, 1.775, 6.258], [-2.016, 1.279, 8.934], [-2.154, 2.504, 7.782], [-0.409, 2.805, 9.972], [-0.444, 3.872, 8.546], [-1.535, 2.514, -3.731], [-2.039, 3.595, -3.569], [-1.367, 4.594, -3.115], [-2.137, 5.852, -3.310], [-3.573, 5.442, -3.396], [-3.430, 4.052, -3.840], [-1.777, 6.278, -4.246], [-2.009, 6.567, -2.497], [-4.104, 5.995, -4.171], [-4.207, 5.663, -2.537], [-3.549, 4.054, -4.923], [-4.099, 3.291, -3.438], [2.821, -5.718, -1.426], [1.963, -6.195, -2.128], [1.915, -5.912, -3.506], [0.654, -6.295, -4.154], [-0.189, -6.778, -2.952], [0.856, -7.124, -1.763], [0.863, -7.076, -4.885], [0.209, -5.460, -4.695], [-0.772, -7.656, -3.229], [-0.890, -5.994, -2.666], [1.392, -8.067, -1.879], [0.540, -6.951, -0.734], [5.550, -4.241, 6.742], [4.960, -4.102, 5.658], [4.131, -5.090, 5.096], [3.389, -4.509, 3.992], [3.791, -3.058, 3.921], [5.012, -2.917, 4.771], [2.334, -4.674, 4.213], [3.589, -5.098, 3.097], [3.040, -2.456, 4.432], [3.971, -2.620, 2.939], [5.001, -2.008, 5.372], [5.946, -2.914, 4.210], [7.482, 1.847, -0.987], [6.639, 0.737, -0.497], [6.952, -0.017, 0.750], [5.091, 1.325, -0.283], [4.438, 1.993, -1.397], [4.457, 3.513, -1.200], [6.437, -0.480, -1.808], [3.448, 1.557, -1.535], [4.982, 1.871, -2.333], [5.499, 3.751, -0.988], [3.685, 3.791, -0.482], [4.287, 3.992, -2.164], [5.710, -1.228, -1.489], [7.432, -0.873, -2.020], [6.025, -0.002, -2.696], [-2.465, -2.809, -8.282], [-3.718, -3.441, -7.828], [-4.961, -3.365, -8.555], [-3.365, -4.984, -7.440], [-4.162, -5.992, -8.019], [-3.745, -7.377, -7.402], [-3.954, -2.812, -6.147], [-3.986, -5.918, -9.093], [-5.235, -5.860, -7.882], [-2.687, -7.505, -7.628], [-4.336, -8.142, -7.905], [-3.734, -7.489, -6.318], [-4.751, -3.338, -5.622], [-4.002, -1.737, -6.321], [-3.101, -3.060, -5.516], [-4.007, 5.390, 1.867], [-3.665, 6.157, 3.077], [-3.589, 5.489, 4.427], [-2.224, 7.047, 2.817], [-1.055, 6.309, 2.683], [-0.263, 6.327, 4.007], [-4.835, 7.541, 3.271], [-0.557, 6.832, 1.867], [-1.273, 5.269, 2.440], [-0.843, 6.002, 4.871], [0.185, 7.299, 4.211], [0.619, 5.709, 3.837], [-4.951, 7.727, 4.339], [-5.794, 7.233, 2.855], [-4.448, 8.360, 2.664], [-1.730, -1.163, 0.793], [-3.493, -0.541, 1.328], [-1.382, -3.039, 1.252], [-0.400, 0.067, 1.486], [-1.564, -1.173, -0.284]]
}

---

{
  "formula": "C14H13F2NOPS",
  "method": "ωB97M-V/def2-TZVPD",
  "total_charge": -1,
  "species": ["O", "P", "C", "N", "C", "S", "H", "H", "H", "F", "C", "C", "C", "C", "C", "C", "H", "H", "H", "H", "H", "F", "C", "C", "C", "C", "C", "C", "H", "H", "H", "H", "H"],
  "coordinates": [[2.422, -1.494, -0.304], [2.263, -2.778, -1.156], [0.473, -3.393, -0.954], [-0.344, -2.332, -1.636], [-1.578, -2.655, -1.380], [-3.255, -2.644, -1.482], [2.402, -2.382, -2.551], [3.221, -3.814, -0.812], [0.457, -4.373, -1.552], [5.845, 1.487, -3.694], [5.017, 1.813, -2.683], [4.638, 3.135, -2.514], [3.779, 3.471, -1.472], [3.318, 2.482, -0.606], [3.709, 1.157, -0.783], [4.559, 0.820, -1.831], [5.014, 3.892, -3.193], [3.470, 4.502, -1.335], [2.651, 2.745, 0.208], [3.352, 0.388, -0.107], [4.867, -0.207, -1.989], [-4.747, -2.665, 2.368], [-4.718, -1.332, 2.509], [-4.175, -0.551, 1.500], [-4.151, 0.832, 1.646], [-4.660, 1.418, 2.802], [-5.198, 0.624, 3.811], [-5.233, -0.759, 3.661], [-3.776, -1.025, 0.609], [-3.736, 1.452, 0.859], [-4.637, 2.497, 2.917], [-5.591, 1.081, 4.713], [-5.656, -1.392, 4.432]]
}

---

{
  "formula": "C21H31N3O3",
  "method": "ωB97M-V/def2-TZVPD",
  "species": ["C", "O", "C", "C", "N", "C", "C", "N", "C", "O", "C", "C", "C", "C", "O", "N", "C", "C", "C", "C", "C", "C", "C", "C", "C", "C", "C", "H", "H", "H", "H", "H", "H", "H", "H", "H", "H", "H", "H", "H", "H", "H", "H", "H", "H", "H", "H", "H", "H", "H", "H", "H", "H", "H", "H", "H", "H", "H"],
  "coordinates": [[-8.924, -1.265, -0.107], [-8.398, -0.320, -1.007], [-6.998, -0.347, -1.129], [-6.270, 0.203, 0.108], [-4.959, 0.721, -0.236], [-4.005, -0.325, -0.550], [-2.700, 0.302, -1.053], [-2.163, 1.191, -0.053], [-1.006, 1.090, 0.639], [-0.732, 1.867, 1.536], [-0.048, -0.035, 0.249], [-0.431, -1.340, 0.949], [0.499, -2.439, 0.461], [1.975, -2.074, 0.494], [2.828, -2.940, 0.407], [2.294, -0.767, 0.594], [3.697, -0.406, 0.639], [4.248, -0.075, -0.757], [5.709, 0.256, -0.667], [6.653, -0.763, -0.622], [7.999, -0.470, -0.505], [8.420, 0.847, -0.429], [7.487, 1.868, -0.469], [6.140, 1.573, -0.585], [1.360, 0.332, 0.708], [-3.120, 2.218, 0.309], [-4.414, 1.578, 0.804], [-10.006, -1.219, -0.213], [-8.655, -1.038, 0.931], [-8.578, -2.277, -0.350], [-6.769, 0.301, -1.979], [-6.665, -1.371, -1.356], [-6.208, -0.567, 0.897], [-6.867, 1.036, 0.488], [-4.417, -0.959, -1.336], [-3.792, -0.954, 0.335], [-1.995, -0.484, -1.313], [-2.924, 0.889, -1.951], [-0.045, -0.178, -0.835], [-1.468, -1.613, 0.746], [-0.324, -1.204, 2.027], [0.380, -3.350, 1.050], [0.266, -2.699, -0.577], [3.821, 0.450, 1.308], [4.246, -1.260, 1.042], [4.098, -0.948, -1.394], [3.696, 0.767, -1.180], [6.325, -1.791, -0.682], [8.724, -1.271, -0.474], [9.471, 1.077, -0.339], [7.809, 2.898, -0.409], [5.415, 2.375, -0.617], [1.733, 1.168, 0.107], [1.310, 0.675, 1.750], [-2.673, 2.837, 1.087], [-3.333, 2.828, -0.575], [-5.139, 2.362, 1.028], [-4.209, 1.014, 1.731]]
}

---

{
  "formula": "C44H42FN10O6Sr",
  "method": "ωB97M-V/def2-TZVPD",
  "total_charge": -1,
  "species": ["Sr", "O", "C", "C", "C", "C", "C", "C", "C", "N", "N", "C", "O", "C", "C", "C", "C", "C", "C", "H", "H", "H", "H", "H", "H", "H", "H", "H", "H", "C", "C", "N", "C", "C", "C", "O", "O", "C", "O", "C", "C", "C", "F", "C", "C", "C", "N", "C", "C", "N", "C", "C", "H", "H", "H", "H", "H", "H", "H", "H", "H", "H", "H", "H", "H", "H", "H", "H", "H", "H", "C", "C", "N", "C", "C", "C", "O", "C", "C", "C", "C", "N", "C", "H", "H", "H", "H", "H", "H", "H", "H", "H", "H", "H", "H", "H", "H", "N", "C", "C", "C", "N", "C", "N"],
  "coordinates": [[0.603, 0.483, 0.888], [-1.082, 1.293, 2.015], [-1.192, 2.561, 1.805], [-2.465, 3.158, 1.702], [-2.624, 4.477, 1.338], [-1.518, 5.262, 1.048], [-0.253, 4.726, 1.201], [-0.067, 3.418, 1.621], [1.244, 2.872, 1.874], [2.304, 3.291, 1.304], [3.500, 2.729, 1.458], [3.618, 1.426, 1.336], [2.671, 0.595, 1.152], [5.009, 0.895, 1.350], [6.137, 1.695, 1.194], [7.400, 1.129, 1.210], [7.561, -0.236, 1.384], [6.441, -1.034, 1.559], [5.176, -0.477, 1.531], [-3.329, 2.523, 1.869], [-3.623, 4.896, 1.254], [-1.639, 6.277, 0.700], [0.627, 5.314, 0.982], [1.273, 2.072, 2.640], [6.000, 2.754, 1.053], [8.276, 1.749, 1.075], [8.552, -0.678, 1.396], [6.560, -2.098, 1.713], [4.286, -1.082, 1.646], [-6.482, 2.375, -0.565], [-5.666, 1.199, -1.095], [-4.433, 0.990, -0.374], [-3.289, 1.578, -0.870], [-2.048, 1.142, -0.620], [-0.864, 1.886, -1.272], [-1.174, 2.801, -2.032], [0.268, 1.476, -0.973], [-1.857, -0.031, 0.191], [-0.892, -0.794, 0.103], [-3.039, -0.429, 0.970], [-2.920, -1.400, 1.960], [-4.045, -1.902, 2.576], [-3.919, -2.888, 3.510], [-5.316, -1.432, 2.264], [-5.434, -0.431, 1.303], [-4.316, 0.063, 0.626], [-6.541, -1.924, 2.832], [-7.423, -2.642, 1.920], [-8.871, -2.351, 2.396], [-8.705, -1.715, 3.720], [-7.970, -2.624, 4.626], [-6.507, -2.613, 4.111], [-7.392, 2.492, -1.150], [-5.895, 3.285, -0.646], [-6.744, 2.231, 0.480], [-5.398, 1.390, -2.137], [-6.248, 0.272, -1.070], [-3.427, 2.414, -1.542], [-1.941, -1.774, 2.211], [-6.418, -0.051, 1.075], [-7.220, -3.720, 1.935], [-7.260, -2.285, 0.904], [-9.474, -3.256, 2.478], [-9.373, -1.651, 1.728], [-9.565, -1.330, 4.111], [-7.938, -1.012, 3.492], [-8.411, -3.619, 4.573], [-8.039, -2.270, 5.654], [-6.123, -3.638, 4.042], [-5.859, -2.056, 4.790], [7.898, 1.187, -5.608], [7.582, -0.299, -5.470], [6.526, -0.539, -4.501], [6.889, -1.114, -3.223], [7.707, -0.174, -2.342], [5.251, -0.309, -4.917], [5.019, 0.040, -6.064], [4.169, -0.493, -3.908], [3.146, -1.416, -4.122], [2.168, -1.568, -3.154], [2.251, -0.794, -2.002], [3.190, 0.118, -1.817], [4.111, 0.275, -2.743], [8.665, 1.340, -6.362], [8.241, 1.600, -4.664], [6.998, 1.713, -5.910], [8.473, -0.857, -5.172], [7.231, -0.672, -6.439], [7.469, -2.028, -3.408], [5.976, -1.390, -2.694], [8.674, 0.049, -2.787], [7.864, -0.632, -1.369], [7.171, 0.758, -2.189], [3.140, -2.005, -5.030], [1.367, -2.286, -3.264], [1.529, -0.889, -1.199], [4.839, 1.056, -2.556], [1.072, -1.651, 1.880], [0.676, -2.621, 1.378], [0.190, -3.762, 0.789], [-0.127, -3.743, -0.567], [-0.401, -3.790, -1.688], [-0.022, -4.932, 1.504], [-0.211, -5.920, 2.078]]
}

---

What are the HOMO energy values for these records? In order: -9.810 -3.333 -8.875 -3.711 eV.